[1]
11
Properties=species:S:1:pos:R:3:forces:R:3:nbo_charge:R:1 method="wB97M-V/def2-TZVPD" homo_lumo_gap_ev="10.520 / 8.620" multiplicity=3 homo_ev="-19.786 / -21.021" total_energy_ha=-371.8988 charge=+2
C 0.408034 -0.124176 -0.360246 3.48 -3.90 3.04 0.17
C -1.257610 2.412773 -2.338155 -0.26 -0.37 1.29 0.95
N -0.496805 1.586797 -1.824030 0.20 0.49 -0.90 -0.19
N -0.077920 0.755509 -1.063248 -1.57 0.53 0.13 0.12
N -0.241511 -0.700661 0.906818 -1.23 3.12 -4.76 -0.01
N 0.425034 -1.532722 1.773599 -0.39 -0.86 0.85 -0.57
O -1.988841 3.200882 -2.684155 0.01 0.27 -0.72 -0.18
H 1.485984 -0.515420 -0.653286 -2.00 0.63 0.57 0.28
H 0.254667 -2.575957 1.626658 -0.40 1.17 0.48 0.51
H 0.115361 -1.097216 2.650168 -1.12 -1.27 0.84 0.49
H 1.373607 -1.409810 1.965877 3.26 0.18 -0.83 0.44

=====

[2]
87
Properties=species:S:1:pos:R:3:forces:R:3:nbo_charge:R:1 method="wB97M-V/def2-TZVPD" homo_lumo_gap_ev=6.033 homo_ev=-3.842 total_energy_ha=-2505.5139 charge=-1
Y -0.923046 -0.325985 0.739172 0.99 0.12 1.63 2.06
C -0.023859 -2.798670 -1.088798 0.04 0.02 0.11 -0.44
N 0.826998 -1.777699 -0.411389 -0.03 -0.09 -0.07 -0.53
C 1.647769 -1.109293 -1.472661 -0.04 -0.01 0.06 -0.26
C 1.709987 0.415175 -1.528303 -0.09 0.01 0.42 -0.06
C 0.422021 1.083320 -1.979977 -0.23 0.02 0.04 -0.26
N -0.786778 0.584693 -1.309205 0.12 0.27 -0.79 -0.65
C -1.877658 0.688679 -1.974761 -0.35 0.11 0.02 0.24
C -3.211819 0.268684 -1.514728 0.02 -0.18 0.06 -0.16
C -4.324814 0.914189 -2.070925 0.31 0.30 -0.20 -0.15
C -5.617433 0.606069 -1.714149 0.01 -0.09 0.07 -0.28
C -5.823920 -0.432873 -0.805697 -0.03 -0.01 -0.05 -0.19
C -4.757429 -1.123686 -0.277041 -0.16 -0.15 0.16 -0.22
C -3.438255 -0.778994 -0.588059 0.36 -0.24 -0.26 0.35
O -2.429290 -1.440769 -0.028023 -1.70 -0.56 -1.08 -0.90
C 1.712244 -2.482752 0.548525 -0.15 0.07 0.03 -0.23
C 1.000244 -2.941708 1.827116 -0.04 0.19 -0.12 -0.41
C 1.133168 -1.956749 2.977285 -0.08 0.12 -0.09 -0.23
N 0.594331 -0.632375 2.624543 0.26 -0.40 0.20 -0.58
C 0.449076 0.176713 3.605814 0.14 0.56 0.05 0.23
C -0.025319 1.555892 3.562043 0.01 -0.55 0.14 -0.25
C -0.289136 2.183513 4.786876 0.02 -0.05 0.12 -0.11
C -0.824294 3.447577 4.843687 -0.02 0.05 -0.20 -0.28
C -1.083084 4.115480 3.636885 0.04 -0.04 0.11 -0.15
C -0.804023 3.531299 2.421539 -0.06 0.14 -0.03 -0.30
C -0.292453 2.226399 2.350493 0.39 -0.17 -0.24 0.48
O -0.067386 1.645633 1.190227 -0.06 0.70 0.30 -0.90
H 0.612505 -3.569248 -1.542669 0.06 0.03 -0.02 0.17
H -0.618446 -2.322723 -1.861329 -0.04 0.02 -0.05 0.30
H -0.700352 -3.277111 -0.383100 0.04 0.00 0.05 0.21
H 1.216640 -1.379739 -2.438905 0.01 -0.03 0.01 0.26
H 2.663050 -1.503861 -1.428847 0.07 -0.03 0.02 0.21
H 2.470186 0.644114 -2.270841 0.08 0.02 -0.09 0.25
H 1.553644 1.089769 0.477279 -0.05 0.07 0.07 0.47
H 0.305858 0.934342 -3.053590 0.04 -0.03 -0.06 0.25
H 0.519851 2.155247 -1.805155 -0.03 0.08 0.04 0.23
H -1.858815 1.166635 -2.954218 -0.03 -0.03 -0.06 0.23
H -4.138224 1.699434 -2.796996 -0.01 -0.04 -0.02 0.21
H -6.451214 1.151261 -2.136317 0.01 -0.02 -0.02 0.20
H -6.831604 -0.707043 -0.514846 0.02 0.00 0.00 0.20
H -4.904877 -1.932776 0.428114 0.00 0.07 -0.02 0.22
H 2.531762 -1.818853 0.812249 0.04 0.06 -0.02 0.22
H 2.146503 -3.342867 0.030184 0.08 -0.09 -0.03 0.19
H 1.420320 -3.892825 2.156461 -0.04 -0.06 -0.04 0.22
H -0.060809 -3.123301 1.625841 0.01 -0.08 0.04 0.22
H 2.189967 -1.851348 3.238449 0.07 0.02 -0.01 0.19
H 0.614954 -2.350414 3.853855 -0.05 0.01 0.08 0.20
H 0.710759 -0.182418 4.607537 -0.01 0.07 0.05 0.16
H -0.090060 1.633074 5.702971 -0.04 0.04 -0.07 0.20
H -1.066264 3.905905 5.792864 0.04 0.02 -0.01 0.21
H -1.518366 5.108415 3.659476 0.03 -0.02 0.00 0.21
H -1.007391 4.040777 1.486712 -0.01 -0.01 0.05 0.22
N 5.751727 1.946305 -2.402620 -0.22 -0.12 0.05 -0.82
C 4.675027 1.787683 -1.455690 0.07 0.07 -0.12 -0.03
C 3.681826 2.760710 -1.276323 0.08 0.15 0.01 -0.27
C 2.580970 2.515797 -0.501928 0.01 -0.16 0.00 -0.19
N 2.270663 1.095974 -0.257021 0.20 -0.05 -0.28 -0.43
C 3.526361 0.514661 0.239035 -0.14 0.15 -0.06 -0.25
C 4.641637 0.744437 -0.531753 0.07 -0.12 0.05 -0.25
H 5.873219 2.918367 -2.653782 0.00 0.05 0.03 0.35
H 6.626047 1.606945 -2.021810 0.03 0.02 0.06 0.35
H 3.836290 3.773185 -1.645796 -0.01 -0.09 0.02 0.21
H 1.882106 3.233194 -0.101094 0.01 -0.08 -0.03 0.22
H 3.488263 -0.003966 1.183371 -0.05 0.00 -0.04 0.20
H 5.542678 0.170586 -0.322817 -0.04 0.03 -0.01 0.20
O -1.371375 0.458855 -5.015797 0.02 -0.27 0.07 -0.76
C -0.971148 -0.686837 -4.711241 -0.13 0.22 0.39 0.77
O -0.960663 -1.207999 -3.559142 0.09 0.08 -0.58 -0.81
C -0.394432 -1.528078 -5.834427 0.15 -0.15 -0.24 -0.13
C -0.801150 -1.315377 -7.145598 0.08 -0.06 -0.12 -0.18
C -0.262707 -2.048426 -8.213596 -0.18 0.17 0.06 -0.27
C 0.707480 -2.965409 -7.902291 -0.06 0.10 -0.25 0.20
O 1.401254 -3.789407 -8.758760 0.24 -0.28 0.00 -0.49
C 2.376529 -4.455302 -7.948472 -0.39 0.28 0.15 0.24
O 2.093731 -4.150905 -6.583091 0.13 -0.21 -0.17 -0.51
C 1.117078 -3.177562 -6.609188 0.09 0.03 0.32 0.27
C 0.581510 -2.494039 -5.549198 -0.11 0.02 0.06 -0.26
H -1.545854 -0.549940 -7.324990 0.06 -0.02 0.01 0.23
H -0.586195 -1.896445 -9.237462 0.03 0.00 0.10 0.22
H 3.373243 -4.096919 -8.205996 0.13 0.13 -0.03 0.14
H 2.306005 -5.529044 -8.104388 -0.05 -0.13 -0.01 0.15
H 0.882749 -2.682313 -4.526420 -0.02 0.02 -0.05 0.23
F -2.154300 -1.291866 2.699055 0.01 0.11 0.09 -0.56
B -3.080214 -0.200830 2.913227 -0.21 -0.04 0.26 1.37
F -4.381506 -0.622458 2.773758 0.36 0.13 0.02 -0.53
F -2.819899 0.375923 4.145151 -0.10 -0.10 -0.34 -0.54
F -2.724335 0.735791 1.841712 -0.07 -0.15 0.30 -0.56

=====

[3]
30
Properties=species:S:1:pos:R:3:forces:R:3:nbo_charge:R:1 method="wB97M-V/def2-TZVPD" e_above_lowest_ev=0.120 homo_lumo_gap_ev="2.618 / 9.674" multiplicity=2 homo_ev="-0.046 / -7.241" total_energy_ha=-764.3959 charge=-1
O -1.007401 -2.457067 2.463709 -0.97 -0.74 0.08 -0.99
H -0.642145 -2.796073 1.646466 0.19 -0.05 -0.18 0.47
H -0.406616 -1.758672 2.723591 0.39 0.30 0.19 0.49
O 0.379931 3.091008 -0.815617 -0.46 0.55 -0.05 -1.02
H 0.768621 3.724102 -0.212010 0.00 0.12 0.20 0.47
H 0.987480 2.351342 -0.811613 0.78 -0.30 0.12 0.49
O -1.596451 1.857000 -2.205360 -0.23 -0.28 -0.76 -0.99
H -1.902341 1.206424 -1.573364 -0.38 -0.30 0.14 0.48
H -0.860727 2.287332 -1.769757 0.17 0.52 0.29 0.49
O -1.464236 0.836627 1.280629 -0.18 0.28 -0.30 -1.03
H -0.957526 0.308811 1.897781 0.53 -0.47 0.45 0.50
H -1.468143 1.714419 1.662337 0.01 0.34 -0.01 0.47
O -0.088454 -1.196639 -0.204604 0.10 -0.56 0.13 -0.98
H 0.156252 -0.279811 -0.079004 0.06 0.55 0.18 0.48
H -0.417143 -1.236432 -1.102717 -0.11 0.11 -0.30 0.48
O -3.042738 -0.259261 -0.538757 -0.66 -0.24 -0.98 -1.00
H -2.345048 -0.022089 0.072152 0.37 0.31 0.84 0.50
H -3.274696 -1.157061 -0.301312 -0.01 -0.18 0.05 0.47
O 0.606063 -0.405063 2.974275 -0.76 -0.37 -0.18 -1.36
H 1.451522 -0.306002 2.536537 0.93 0.24 -0.48 0.36
H 0.626752 0.236630 3.684220 0.10 0.64 0.74 0.38
O 0.746555 -0.253559 -2.937488 0.09 -0.04 -0.03 -0.97
H 0.075192 -0.092010 -3.600362 -0.40 0.41 -0.08 0.49
H 0.970459 -1.178191 -3.043051 0.28 -0.32 0.09 0.47
O 1.737698 -3.000412 0.894280 0.34 -0.70 -0.01 -1.00
H 1.270318 -2.234844 0.560065 -0.40 0.47 -0.41 0.49
H 2.208736 -2.677543 1.662471 0.15 0.07 0.32 0.45
O 2.415397 1.293428 -1.243902 0.18 0.05 0.48 -1.04
H 1.848717 0.900998 -1.908065 -0.36 -0.55 -0.54 0.49
H 3.223975 1.502606 -1.711531 0.26 0.16 -0.01 0.47

=====

[4]
15
Properties=species:S:1:pos:R:3:forces:R:3:nbo_charge:R:1 method="wB97M-V/def2-TZVPD" e_above_lowest_ev=0.755 homo_lumo_gap_ev=11.196 homo_ev=-14.957 total_energy_ha=-341.3724 charge=+1
N 1.004519 -0.750512 0.660843 -0.03 0.03 0.06 -0.92
C -0.030531 -0.186922 1.442848 -0.20 -0.53 -0.31 0.87
O -1.109713 -0.987173 1.586326 0.22 0.43 0.06 -0.66
O -0.009323 0.940821 1.813562 -0.07 0.35 0.09 -0.56
H 1.206495 -1.726532 0.832521 -0.03 -0.12 0.02 0.41
H 1.845516 -0.201024 0.783785 0.10 0.04 -0.03 0.42
H -0.988411 -1.820857 1.126161 -0.03 -0.36 0.07 0.49
C 0.428125 0.709767 -2.927787 -0.13 -0.09 0.20 -0.41
N -0.381538 0.386106 -1.707873 -0.12 0.14 0.62 -0.69
H 0.676419 -0.240296 -3.390426 -0.06 0.17 -0.31 0.24
H -0.178959 1.365234 -3.544201 0.08 -0.20 -0.25 0.24
H 1.337418 1.232681 -2.649533 -0.01 -0.05 0.21 0.24
H 0.098173 -0.265740 -1.048107 0.16 0.09 -0.22 0.46
H -1.295684 -0.009163 -1.947184 0.18 0.06 -0.06 0.44
H -0.559133 1.218103 -1.134978 -0.05 0.04 -0.16 0.45

=====

[5]
68
Properties=species:S:1:pos:R:3:forces:R:3:nbo_charge:R:1 method="wB97M-V/def2-TZVPD" homo_lumo_gap_ev=3.176 homo_ev=-5.332 total_energy_ha=-2210.5011
F 4.561758 0.590712 4.504298 0.49 -0.78 -0.02 -0.31
C 3.564280 -0.298713 4.503600 -0.73 0.85 0.20 0.78
F 3.590427 -1.084011 3.423335 0.69 0.21 0.54 -0.30
F 3.536383 -1.026446 5.623900 0.68 0.35 -0.84 -0.29
S 1.990153 0.660298 4.445486 -7.77 -0.76 0.96 1.94
C 0.876573 -0.748241 4.431409 2.79 0.51 -0.31 -0.73
C -0.468539 -0.526434 4.450610 -0.73 0.52 0.09 0.00
C -1.405089 -1.603308 4.451274 0.16 0.21 -0.08 -0.28
C -2.744556 -1.357365 4.486353 -0.10 0.10 -0.03 -0.15
C -3.239649 -0.046311 4.518436 0.99 -0.26 -0.06 -0.29
C -4.602350 0.182962 4.536789 -2.95 0.46 0.17 0.29
N -5.753516 0.369969 4.565551 1.22 -0.19 -0.12 -0.41
C -2.336698 1.024218 4.528481 0.01 -0.06 -0.04 -0.14
C -0.996012 0.800131 4.493358 -0.04 0.01 -0.09 -0.30
O 1.608992 1.366919 5.723198 2.91 -0.40 -2.51 -0.89
O 1.663632 1.401303 3.173965 2.65 -0.33 1.66 -0.96
H 1.296707 -1.733327 4.434254 0.27 -0.23 -0.01 0.21
H -1.041683 -2.617389 4.424718 0.10 -0.19 0.03 0.20
H -3.450717 -2.171807 4.497305 -0.10 -0.19 -0.01 0.21
H -2.716705 2.031874 4.575013 -0.08 0.18 0.00 0.21
H -0.297988 1.623375 4.519292 -0.37 0.06 0.01 0.22
C 5.867949 1.896220 0.072897 -0.13 0.11 0.08 -0.41
N 4.536474 1.547921 -0.416034 -0.95 0.20 0.53 -0.31
C 3.366979 1.837243 0.235108 0.80 -0.61 -0.79 0.14
C 2.287705 1.305190 -0.475858 -0.99 0.04 0.08 -0.22
C 0.940922 1.290217 -0.020912 0.43 -0.59 -0.52 0.11
C -0.192303 0.887499 -0.778964 0.36 0.48 0.05 -0.20
C -0.302714 1.092974 -2.174497 -0.37 -0.40 0.13 -0.06
C -1.336802 0.568181 -2.910276 0.38 0.23 -0.12 -0.13
C -2.344417 -0.185126 -2.263577 -1.49 -0.67 -0.79 0.34
N -3.411950 -0.714472 -2.994968 1.10 -0.09 0.39 -0.40
C -3.588178 -0.423474 -4.432622 0.18 0.30 0.49 -0.20
C -2.247947 -0.245736 -5.140248 0.18 -0.13 0.09 -0.40
C -1.364845 0.771009 -4.400538 -0.14 0.17 -0.45 -0.42
C -4.525012 -1.416013 -2.326462 0.24 0.40 0.18 -0.21
C -4.054082 -2.168591 -1.084277 0.22 -0.07 -0.01 -0.41
C -3.256799 -1.251556 -0.145029 -0.47 -0.23 0.24 -0.42
C -2.266387 -0.381150 -0.863534 0.10 -0.25 0.20 -0.10
C -1.242255 0.186803 -0.149281 0.03 0.09 -0.27 -0.09
C 2.851797 0.605813 -1.614674 0.16 0.06 -0.33 0.00
C 2.300394 -0.221109 -2.602633 0.30 0.09 0.28 -0.22
C 3.125036 -0.799264 -3.535689 0.11 0.00 0.07 -0.20
C 4.504874 -0.594841 -3.489689 -0.05 0.02 -0.08 -0.20
C 5.075081 0.176561 -2.505916 0.20 0.43 0.63 -0.23
C 4.246382 0.782212 -1.557190 -0.62 -0.27 -0.13 0.12
H 6.637275 1.499144 -0.583943 -0.16 -0.04 -0.06 0.22
H 5.976343 2.977428 0.121422 0.00 0.04 -0.05 0.22
H 6.017671 1.488041 1.070356 -0.02 -0.06 0.00 0.23
H 3.309876 2.370986 1.168861 0.23 0.07 0.13 0.25
H 0.804297 1.437654 1.039756 -0.05 0.12 0.36 0.26
H 0.454044 1.669836 -2.674911 0.18 0.16 -0.16 0.21
H -4.179181 -1.222893 -4.892946 0.21 0.01 0.21 0.21
H -4.187235 0.488175 -4.517232 -0.02 0.12 -0.13 0.19
H -1.737150 -1.215471 -5.187406 -0.07 0.09 0.12 0.21
H -2.403163 0.061626 -6.184640 -0.05 0.00 0.35 0.23
H -1.718309 1.786267 -4.615121 -0.05 -0.07 -0.02 0.22
H -0.337689 0.725641 -4.784221 -0.18 -0.01 0.03 0.22
H -5.278069 -0.668684 -2.059295 -0.11 -0.01 0.13 0.19
H -5.003694 -2.093267 -3.041627 0.26 0.08 0.03 0.21
H -4.909993 -2.611522 -0.555446 0.18 0.25 -0.18 0.23
H -3.426623 -3.013310 -1.396438 -0.02 0.17 -0.03 0.21
H -3.939280 -0.612598 0.426979 -0.03 -0.07 -0.06 0.23
H -2.721381 -1.855477 0.600067 -0.16 0.14 -0.15 0.24
H -1.187111 0.028275 0.912697 -0.04 -0.08 0.41 0.24
H 1.249376 -0.429736 -2.611017 -0.16 -0.09 -0.08 0.23
H 2.703399 -1.429701 -4.299997 -0.05 -0.14 -0.12 0.22
H 5.130739 -1.064405 -4.229193 0.16 -0.05 -0.10 0.22
H 6.140573 0.299042 -2.442436 0.31 -0.01 -0.11 0.22

=====

[6]
26
Properties=species:S:1:pos:R:3:forces:R:3:nbo_charge:R:1 method="wB97M-V/def2-TZVPD" e_above_lowest_ev=1.447 homo_lumo_gap_ev=10.757 homo_ev=-13.768 total_energy_ha=-556.2333 charge=+1
C -0.541623 0.921048 -2.473762 1.34 -1.70 2.21 -0.29
C 0.063061 0.507651 -1.350488 -0.40 -0.73 -2.78 -0.07
C 0.877613 -0.825453 -1.441134 0.93 0.46 2.13 0.00
O 0.162800 -1.951332 -1.905064 0.26 0.36 -1.54 -0.70
C 1.271339 -1.091269 0.029630 -0.18 0.54 -1.32 0.16
C 2.277352 -1.899309 0.388623 -2.72 1.04 1.25 -0.33
N 0.415918 -0.115578 0.808106 1.04 -2.62 2.39 -0.37
C -0.958651 -0.665470 1.087810 -0.56 1.66 -5.41 -0.23
C -1.824051 0.534935 1.263705 -2.63 0.10 1.42 -0.46
C -1.005069 1.722951 0.778834 -0.81 1.93 -0.50 0.07
O -0.355507 2.444169 1.807324 -0.18 0.23 1.98 -0.73
C 0.131485 1.125230 0.003141 1.89 -0.64 -0.13 -0.08
H -1.151037 1.738763 -2.525260 -1.42 2.15 -0.12 0.21
H -0.478674 0.301738 -3.328723 0.15 -0.35 -0.87 0.21
H 1.934535 -0.681082 -1.781913 -1.17 -0.05 -1.23 0.22
H 0.112756 -1.992770 -2.900790 0.22 0.25 1.53 0.50
H 2.406722 -2.156131 1.423229 0.58 0.15 0.36 0.23
H 2.707748 -2.528725 -0.343901 0.53 -0.31 -0.72 0.25
H 0.827947 0.024070 1.739135 0.19 0.70 -0.39 0.45
H -1.080271 -1.433497 1.710066 0.44 -2.69 3.20 0.24
H -1.263503 -1.117315 0.117890 0.39 0.14 0.32 0.24
H -2.883916 0.364574 0.789071 2.18 0.58 0.72 0.27
H -1.987300 0.636565 2.365172 -0.17 0.36 -0.82 0.24
H -1.527321 2.538685 0.256383 -0.36 -1.00 -0.63 0.23
H -0.988924 2.873378 2.450758 0.83 -0.81 -1.24 0.50
H 1.052061 1.721938 0.049261 -0.37 0.22 0.19 0.27